# C33H84BrF15N7O24S5V

A structure of composition C33H84BrF15N7O24S5V in a non-equilibrium geometry (wB97M-V/def2-TZVPD, the OMol25 dataset).

Calculated values
- energy (Eh) = -10503.03753
- net charge = +2
- HOMO energy (eV) = -10.7
- F_max (eV/A) = 4.03

Geometry as XYZ:
```
170
Properties=species:S:1:pos:R:3:forces:R:3:lowdin_charge:R:1
H 6.25914 1.93244 3.29234 -0.54 0.85 -0.02 0.094
H -4.89740 4.71735 -1.61442 -0.03 -0.36 0.23 0.144
F 0.13549 3.43490 2.81056 0.12 0.11 0.30 0.128
O -4.62336 1.07186 0.32687 0.50 0.11 -1.07 -0.325
O -4.23559 5.23775 -3.45707 1.13 -1.35 0.75 -0.211
O 1.90798 -7.09100 2.84798 0.95 -0.89 -0.34 -0.213
O 2.01646 3.02150 0.02756 -2.26 1.59 0.62 -0.287
C 0.93923 2.58089 -3.69545 0.05 -0.36 1.10 -0.064
N 3.87871 0.92588 1.02003 -0.73 0.81 0.15 0.231
H 3.14340 2.22436 6.22832 0.21 1.37 -0.10 0.089
H 1.44533 -6.09089 4.52277 -0.09 0.97 0.15 0.128
H 4.93180 -3.61913 -2.22614 0.52 0.98 -0.47 0.157
H 4.75156 -5.09561 -2.60446 -1.25 -1.14 0.50 0.156
C 0.52425 4.30981 1.90127 1.05 0.62 -2.06 -0.658
H -1.81650 5.99832 -2.94571 -0.65 -0.37 -0.68 0.153
O -1.27414 0.98944 -7.89798 0.93 -1.39 0.20 -0.404
C 3.03088 -2.24313 -3.30199 -0.86 -0.14 -0.85 -0.002
H -4.16627 2.49806 -4.55167 -0.30 0.26 -0.16 0.095
S 5.93940 3.00284 -2.21770 2.48 2.98 0.44 0.475
H 2.31215 -4.60593 1.12542 -0.89 0.52 -1.05 0.089
F -0.27944 -2.35420 -6.51721 0.64 1.38 -0.11 0.068
O 2.24433 -6.05305 -3.31338 0.77 1.74 -0.15 -0.218
C -4.23318 5.46200 -2.05308 -3.12 0.38 0.64 -0.206
C -2.18182 -3.90629 5.28557 0.09 0.20 -0.40 -0.215
H 0.65274 2.36638 -2.66589 0.52 -0.35 0.21 0.059
N -1.86622 6.15820 -1.94968 -0.80 -1.02 -0.34 0.259
H -0.71847 -6.91335 4.90389 0.46 0.76 -0.70 0.078
O 5.36527 4.33604 -2.28713 -1.26 -0.95 -1.03 -0.339
F 1.68429 4.87107 2.20076 0.60 -0.78 0.46 0.159
H -2.22965 3.95016 -7.24412 -0.56 -0.34 -0.50 0.162
H -3.84614 -1.77739 5.02471 -0.02 -0.14 0.99 0.092
N -1.65843 3.41077 -6.60941 0.00 1.50 0.88 0.227
H 2.97670 -2.63353 3.35824 0.00 -0.08 0.11 0.078
C -5.45740 5.61005 -4.16375 0.75 1.56 1.16 -0.031
H 3.32657 1.05244 5.14793 -0.16 -0.45 -0.82 0.075
H -1.25008 -6.12810 6.32745 -0.49 -0.02 0.20 0.101
S 0.62748 3.51937 0.15701 2.58 -0.88 -1.72 0.587
H 3.71983 -1.65784 -2.69298 0.29 -0.28 -0.10 0.089
H -3.79679 1.52385 3.85938 -1.38 0.66 0.61 0.156
O 0.72204 -0.01308 -9.00533 -1.86 -0.41 1.61 -0.333
O 1.28655 -3.69972 -0.14403 -1.33 -0.52 -0.71 -0.366
H 2.68174 -3.94408 -1.97486 0.07 0.19 0.18 0.110
F 1.32895 -0.86016 -6.31711 -0.57 -0.08 -0.13 0.101
O -1.32699 -4.83696 4.71397 1.35 -1.69 -0.30 -0.208
H 3.98773 1.65502 0.32970 -0.11 0.86 -1.04 0.094
H 3.46675 -7.32562 4.18687 0.13 -0.04 0.24 0.084
F -3.64565 -2.39704 -0.99826 2.33 0.43 -0.63 0.097
H -0.95968 3.26374 6.91116 -0.80 0.51 -0.87 0.095
H -1.03504 -2.53177 4.06683 -0.17 -0.25 -0.40 0.107
O -2.48741 -0.09160 0.72855 -0.83 -0.84 -0.21 -0.440
H 4.14858 0.55958 2.99386 -0.16 0.10 0.35 0.130
C 1.77196 -7.12642 -4.14419 -0.41 1.35 -0.34 -0.068
O 5.29855 2.14820 -1.23794 -0.82 -1.49 0.58 -0.384
H -4.73201 6.36874 -1.71087 -0.30 0.84 -0.90 0.133
H 2.36521 -7.30676 -5.04066 0.73 -0.15 0.31 0.089
F 6.42862 0.91461 -3.88381 -0.39 0.81 -0.71 0.084
S -0.15980 -3.36588 -0.29017 0.86 -0.42 3.10 0.592
C 2.71150 -7.93419 3.68954 -0.16 0.61 -0.21 -0.060
C 4.36525 1.41012 2.34754 1.48 -0.69 1.35 -0.307
H 0.69389 -5.62354 2.89603 -0.33 0.83 0.70 0.134
F -0.97918 -3.70150 -2.96318 1.36 -0.83 1.36 0.125
H -4.30822 3.22124 -6.22736 -0.16 0.21 0.33 0.087
H -0.88095 1.61211 7.24216 0.13 -0.10 0.62 0.093
F -0.28967 5.35606 1.84085 -1.56 0.18 0.37 0.110
F -0.38880 -5.63744 -1.94859 0.40 1.60 -0.03 0.139
O 3.92830 2.87594 4.32566 -1.32 -1.09 -0.57 -0.139
C 2.23112 -3.42721 3.40608 -0.48 0.07 -0.51 -0.077
F -2.21046 -4.60219 -1.48404 0.90 0.12 0.40 0.105
H -4.39570 3.42967 5.43744 -0.47 0.04 0.64 0.161
O -0.30701 2.40320 0.20772 -1.14 -0.72 0.83 -0.390
H -1.93144 -3.59713 6.30038 0.80 0.35 0.06 0.141
C -0.90774 -4.40349 -1.79663 -2.39 -0.01 -0.01 -0.535
F -5.46781 -1.66478 -1.33029 -2.10 1.47 -0.37 0.170
H -2.19174 3.77735 2.53931 -0.27 0.17 0.27 0.060
H 1.71057 -7.98465 -3.47504 -0.27 0.04 -0.43 0.100
N -4.02157 3.70055 4.53924 -0.16 -1.72 0.89 0.257
H -2.11307 5.63274 0.73917 0.03 -0.59 -0.40 0.057
H -2.20954 2.09603 2.12118 0.02 -0.17 0.15 0.070
H -1.47401 2.49317 -6.98904 0.11 -1.72 -0.68 0.072
H 4.28507 0.12032 0.56613 1.00 -0.24 0.48 0.163
C -2.36793 3.44792 -5.24791 0.74 -0.28 -0.20 -0.263
H -2.18956 2.57157 8.01993 0.34 -0.01 0.06 0.098
H 2.01683 2.22165 4.82328 -0.07 -0.01 0.10 0.073
N -2.85210 -3.16741 2.97052 0.68 0.17 1.66 0.253
C -4.25199 -1.21397 -1.19963 0.37 0.06 1.78 -0.609
C -1.60977 2.41191 7.11084 0.08 -1.76 1.39 -0.061
H 3.14472 -2.03173 -4.36520 0.88 -0.25 -0.15 0.091
H -3.67789 2.95694 1.91078 -0.09 0.16 0.04 0.076
H 6.24481 2.18234 1.50091 -0.10 0.13 0.08 0.097
H -2.52428 4.51972 -5.12586 -0.07 -0.10 0.52 0.123
H 2.61253 -4.63738 -4.85095 -0.28 -0.36 -0.49 0.138
H -1.98875 7.15530 -1.84537 0.38 0.36 0.44 0.171
F 5.74873 2.78097 -4.97519 0.04 -1.22 0.71 0.126
H -2.77584 4.33348 -1.19840 1.08 0.09 -0.05 0.152
O -4.57717 -0.94486 1.52785 -0.22 -1.95 0.48 -0.332
H 3.39206 -5.82865 1.38390 -0.25 -0.70 0.15 0.163
C -3.27072 2.46411 4.02447 1.76 0.47 -3.60 -0.236
H -5.58002 5.13229 -5.13576 0.89 0.21 0.05 0.088
H 3.92880 3.58641 2.48868 0.34 -0.32 -0.51 0.141
H 2.59858 2.50509 2.58665 -0.59 0.09 1.10 0.081
H 2.90928 0.66304 1.12596 -1.04 0.26 -0.21 0.054
C -3.67721 2.70565 -5.50342 0.47 -0.38 0.40 -0.029
H -1.48182 1.72036 -4.25222 0.30 -0.25 -0.65 0.122
F -0.68090 -0.43720 -5.54867 0.70 -0.30 -0.72 0.053
C -2.81422 2.88316 2.57162 -0.14 -0.77 0.62 -0.027
O -0.13642 3.35214 -4.20599 -0.03 0.62 -2.17 -0.197
H -0.98464 5.76223 -1.65623 1.19 0.06 1.10 0.101
H -2.65605 -2.64923 2.12604 0.60 0.81 -0.36 0.109
C 2.73756 -4.81169 3.12593 -0.85 -1.04 1.76 -0.290
H -1.43605 3.01046 4.75500 0.67 -0.12 0.67 0.124
H -4.77412 4.02959 3.95145 -0.35 -0.29 -0.48 0.170
C 0.02274 -1.01057 -6.58485 -1.22 -0.58 0.31 -0.562
H 1.88779 3.11733 -3.71892 -0.44 0.71 0.11 0.102
Br 0.63221 -0.38658 2.48404 -0.24 0.29 -0.70 -0.023
N 3.10208 -4.90698 1.67811 0.49 -0.21 0.87 0.235
C 3.62477 2.63707 2.92960 0.69 0.66 -0.74 -0.170
H 1.48564 -3.24539 2.63194 -0.17 0.49 0.04 0.028
H -3.16278 -4.33623 5.48793 -0.65 0.09 -0.76 0.137
C -1.42427 -6.15914 5.25191 -0.51 0.01 0.38 -0.064
C 3.05081 2.10697 5.14862 0.29 -0.95 0.20 -0.103
O 0.17764 4.53972 -0.81664 0.48 -0.65 1.63 -0.312
H 1.68707 -3.39927 4.35018 0.26 0.05 0.08 0.099
C 5.60342 2.00255 -3.88095 2.03 1.74 2.02 -0.629
H -3.05370 -0.81357 3.99443 0.69 0.20 -0.40 0.059
H -2.69081 -4.13441 2.72762 0.31 -0.50 0.07 0.142
C 1.59048 -5.86767 3.46579 1.08 -0.30 -1.96 -0.165
S -3.95559 -0.20586 0.46361 0.53 1.64 0.48 0.513
O 1.09204 0.29880 -1.00273 -2.07 -0.32 1.14 -0.349
H -1.60894 1.19879 4.61441 0.44 0.40 -1.29 0.120
H -3.84125 5.53570 0.78297 -0.20 0.17 -0.28 0.093
H 1.21974 1.65402 -4.19577 -0.89 -0.25 -0.47 0.090
H -2.36331 -0.86662 5.59989 0.11 -0.65 0.15 0.086
F -3.89185 -0.47433 -2.26088 0.04 -1.25 0.82 0.141
O -2.53685 1.87348 6.15303 -0.11 2.32 1.89 -0.172
C -2.07886 2.14139 4.89505 -0.58 -0.11 -1.67 -0.256
H -2.91477 7.00582 0.31804 -0.76 0.28 -0.49 0.098
O -1.41377 -1.30122 -8.86011 1.27 1.52 1.36 -0.322
F 4.38598 1.55888 -3.78927 -1.65 -0.61 -0.62 0.125
V -0.36470 0.17537 -0.30079 0.26 1.42 -2.20 0.731
C -1.45453 2.80528 -4.15069 1.09 -0.35 0.13 -0.147
H -3.43519 4.50268 4.72048 0.78 0.13 -0.16 0.171
C -2.99224 5.40139 -1.22765 1.46 -0.72 -1.15 -0.289
H -2.39244 -6.56540 4.95918 -0.28 -0.06 0.53 0.099
C 2.15667 -4.69547 -3.86256 1.37 -0.89 -0.06 -0.137
H -1.64868 2.88275 -3.08093 -1.54 0.58 0.04 0.114
H 2.04215 -8.36813 4.43236 0.29 -0.39 0.05 0.097
H -0.79027 3.92470 -6.65713 0.76 -0.04 0.70 0.162
O -0.32140 -1.98611 -0.66399 -0.63 1.02 -1.01 -0.373
H -5.19959 6.66757 -4.10648 -1.38 0.48 -1.44 0.097
H 2.08885 -1.70458 -3.19889 -0.50 -0.64 0.76 0.091
H 3.88994 -4.29517 1.51982 0.10 0.45 -0.21 0.167
H -3.46461 1.73799 -5.95789 0.17 -0.14 0.06 0.094
S -0.53900 -0.26973 -8.28139 -0.02 0.36 -1.96 0.570
N 4.49587 -4.17957 -2.94445 0.07 -1.05 0.48 0.227
O -0.90725 -3.65917 0.96246 0.70 -0.54 -2.38 -0.329
H 6.38253 0.63179 2.35704 -0.12 -0.40 -0.77 0.080
C -2.07833 -2.75638 4.28869 -1.76 1.47 0.42 -0.219
H -3.83555 -3.02822 3.15374 -0.54 0.04 -0.05 0.145
C 5.86589 1.59131 2.33470 0.86 -0.65 0.31 -0.027
O 7.38080 3.18086 -2.01065 -0.87 -1.74 -0.82 -0.345
H 5.02833 -4.26090 -3.79883 0.07 1.34 -0.90 0.176
H -6.42574 5.46736 -3.68409 0.32 -0.42 0.79 0.094
H 3.24609 -8.66364 3.08109 -0.42 -0.13 0.06 0.099
C 3.01102 -3.76253 -2.99794 -0.48 0.32 0.84 -0.266
H 1.14087 -4.30547 -3.92694 -0.06 -0.12 0.12 0.123
C -2.81672 -1.48159 4.82250 -0.65 -0.48 -1.59 -0.023
H 3.63432 -5.05343 3.69642 0.05 -0.09 -0.07 0.147
C -3.01074 5.92700 0.19538 0.26 0.07 0.60 -0.021
O -1.45406 0.66835 -1.37066 2.23 -0.84 0.42 -0.309
H 0.84455 -6.76531 -4.58873 -0.64 -0.66 0.40 0.092
```
Forces are in eV/Å.